Record 1
A 2-piece molecular cluster, C7H12 overall, computed with ωB97M-V/def2-TZVPD.

The geometry in XYZ format:
```
19
Properties=species:S:1:pos:R:3
C -0.220 -0.101 0.881
C -1.247 -0.711 -0.027
C 2.304 0.164 0.904
C -0.421 -1.133 -1.217
C 0.989 -0.168 0.304
C -2.372 0.251 -0.409
C 0.858 -0.788 -1.018
H 3.092 0.325 0.162
H -1.669 -1.600 0.469
H 1.002 2.374 0.077
H -0.429 0.304 1.868
H 2.517 -0.770 1.450
H -2.913 0.591 0.480
H 2.292 0.999 1.613
H -1.948 1.128 -0.911
H 0.301 2.149 0.182
H -3.080 -0.232 -1.089
H -0.825 -1.639 -2.088
H 1.706 -0.961 -1.674
```

Results
Largest force on an atom (eV Å⁻¹): 0.77
Energy above the lowest of the compared OMol25 structures with the same formula, charge and spin (kcal/mol): 40.59
E_HOMO (eV): -8.212
SMILES: CC1=C[C@@H](C)C=C1.[H][H]

---

Record 2
A 2-piece molecular cluster, C4H14N2OS overall in a non-equilibrium geometry, computed with ωB97M-V/def2-TZVPD.

The geometry in XYZ format:
```
22
Properties=species:S:1:pos:R:3
S 0.882 0.727 2.425
O 2.545 -1.598 -0.787
N -0.931 0.614 -1.187
N -1.960 -1.500 1.635
C -1.338 -1.269 0.348
C -0.695 0.135 0.187
C 0.757 0.234 0.719
C -0.116 1.698 -1.712
H 1.112 2.029 2.241
H -0.566 2.049 -2.645
H 2.782 -0.951 -1.468
H 1.184 -0.733 0.463
H 1.217 1.023 0.119
H 0.937 1.455 -1.868
H -1.289 -1.353 2.375
H -2.701 -0.839 1.840
H -0.976 -0.125 -1.873
H -0.235 2.567 -1.073
H -2.097 -1.376 -0.428
H -0.503 -1.963 0.237
H 3.372 -1.628 -0.284
H -1.381 0.802 0.736
```

Results
Largest force on an atom (eV Å⁻¹): 2.12
Energy above the lowest of the compared OMol25 structures with the same formula, charge and spin (kcal/mol): 23.70
E_HOMO (eV): -8.453
SMILES: CN[C@@H](CN)CS.O

---

Record 3
C25H23BrFFeN3OSi as an isolated structure in a non-equilibrium geometry, computed with ωB97M-V/def2-TZVPD.

The geometry in XYZ format:
```
56
Properties=species:S:1:pos:R:3
Br 3.737 2.835 -4.268
Fe 0.500 -1.037 1.023
Si -1.478 1.567 0.664
F 1.804 -0.191 2.851
O 2.310 -0.949 0.183
N -0.079 -1.303 -1.083
N 0.037 0.878 1.104
N -0.604 -2.947 0.865
C -1.470 -2.972 -0.198
C 2.570 -0.132 -0.779
C 2.603 3.574 1.447
C -1.693 -4.890 1.745
C -1.605 2.178 -1.103
C -2.756 0.200 0.901
C -0.711 -3.881 1.781
C -3.468 -3.775 -1.329
C -2.181 -1.948 -2.254
C 3.481 2.986 2.345
C -1.868 3.025 1.776
C 3.210 1.702 2.811
C 1.705 0.073 -1.895
C -1.255 -2.037 -1.249
C -2.537 -3.881 -0.266
C -2.620 -4.864 0.746
C 3.780 0.610 -0.766
C 0.459 -0.612 -2.024
C 1.466 2.904 1.013
C 3.244 1.650 -2.869
C 4.103 1.482 -1.768
C -3.299 -2.811 -2.281
C 1.151 1.614 1.463
C 2.079 1.074 2.363
C 2.075 0.954 -2.936
H 4.433 0.475 0.086
H -1.563 3.969 1.318
H -4.307 -4.458 -1.367
H 1.407 1.087 -3.779
H -2.070 -1.200 -3.028
H 4.361 3.513 2.687
H 3.861 1.198 3.512
H -3.422 -5.592 0.713
H -2.632 2.494 -1.312
H -1.342 1.403 -1.827
H 2.806 4.568 1.070
H -0.020 -0.548 -3.006
H 5.020 2.054 -1.718
H -1.336 2.932 2.726
H -3.453 0.442 1.707
H -1.709 -5.647 2.515
H -2.938 3.093 1.991
H -0.005 -3.837 2.602
H -2.269 -0.740 1.171
H -0.950 3.034 -1.283
H 0.807 3.369 0.289
H -4.024 -2.706 -3.078
H -3.346 0.017 -0.001
```

Results
Largest force on an atom (eV Å⁻¹): 1.26
Expectation value of S²: 6.01
Energy above the lowest of the compared OMol25 structures with the same formula, charge and spin (kcal/mol): 0.76
Multiplicity: 5
E_HOMO (alpha / beta) (eV): -7.160 / -7.286

---

Record 4
A 3-piece molecular cluster, C4H15NO2 overall in a non-equilibrium geometry, computed with ωB97M-V/def2-TZVPD.

The geometry in XYZ format:
```
22
Properties=species:S:1:pos:R:3
O -2.366 1.377 -2.289
O 2.417 -0.062 1.658
N -0.093 0.898 -0.400
C 0.866 -2.440 0.314
C 0.047 1.941 0.642
C -0.401 -1.739 -0.370
C -0.778 -0.246 0.169
H 2.206 0.891 1.788
H 0.611 -3.382 0.708
H -0.311 -1.662 -1.449
H 3.178 -0.200 2.205
H 0.532 2.869 0.233
H 1.352 -1.770 1.070
H 1.582 -2.606 -0.518
H -2.534 1.742 -1.466
H -1.479 1.059 -2.294
H 0.785 0.578 -0.643
H -0.492 -0.302 1.181
H -0.937 2.271 0.938
H 0.418 1.227 1.573
H -1.225 -2.457 -0.265
H -1.847 -0.159 0.260
```

Results
Largest force on an atom (eV Å⁻¹): 3.29
Energy above the lowest of the compared OMol25 structures with the same formula, charge and spin (kcal/mol): 56.18
E_HOMO (eV): -9.218
SMILES: CCCNC.O.O

---

Record 5
A 2-piece molecular cluster, C3H4FO2 overall in a non-equilibrium geometry, computed with ωB97M-V/def2-TZVPD.

The geometry in XYZ format:
```
10
Properties=species:S:1:pos:R:3
F -0.087 -0.698 1.489
O 0.767 1.044 -0.470
O -0.923 -0.747 -1.825
C 0.470 2.066 0.039
C -0.158 -1.532 0.434
C -0.562 -0.970 -0.767
H -0.503 2.383 0.401
H 1.019 2.956 -0.249
H 0.842 -1.990 0.221
H -0.866 -2.513 0.726
```

Results
Largest force on an atom (eV Å⁻¹): 6.02
Energy above the lowest of the compared OMol25 structures with the same formula, charge and spin (kcal/mol): 15.99
Net charge: +1
E_HOMO (eV): -14.989

---

Record 6
A 2-piece molecular cluster, C3H5F2NO overall in a non-equilibrium geometry, computed with ωB97M-V/def2-TZVPD.

The geometry in XYZ format:
```
12
Properties=species:S:1:pos:R:3
F 0.556 -0.702 2.262
F -1.779 -2.084 -0.463
O 0.357 -2.845 -0.721
N -0.178 -0.141 1.159
C -0.522 -2.244 -0.234
C 0.643 0.737 0.455
C -0.281 1.213 -0.704
H 0.882 1.598 1.054
H -0.173 0.525 -1.576
H -1.265 1.352 -0.387
H 0.167 2.235 -1.051
H 1.595 0.355 0.206
```

Results
Largest force on an atom (eV Å⁻¹): 4.55
Energy above the lowest of the compared OMol25 structures with the same formula, charge and spin (kcal/mol): 133.23
E_HOMO (alpha / beta) (eV): -9.155 / -10.066